Computed, not measured: C50H50AsN5S2SbYb as an isolated structure, with ωB97M-V/def2-TZVPD.

```
! wB97M-V def2-TZVPD RIJCOSX def2/J DEFGRID3
* xyz 0 2
Yb 0.298 -0.933 0.560
C -2.300 2.264 6.420
C -0.933 2.895 6.410
C -0.496 3.731 7.448
C 0.782 4.297 7.394
C 1.606 4.052 6.313
C 1.224 3.207 5.286
C -0.052 2.660 5.308
N -0.501 1.855 4.202
C 0.148 1.003 3.343
N 1.286 0.453 3.858
C 2.203 -0.532 3.361
C 1.967 -1.256 2.223
C 2.780 -2.332 1.925
C 3.958 -2.590 2.692
C 4.204 -1.805 3.806
C 3.314 -0.779 4.184
C 3.558 0.085 5.405
N -0.311 0.807 2.137
C -1.515 1.380 1.745
C -2.774 0.934 2.266
C -3.956 1.612 1.995
C -3.926 2.712 1.129
C -2.726 3.196 0.625
C -1.522 2.550 0.909
C -0.247 3.119 0.419
H -2.870 2.670 7.274
H -2.205 1.163 6.539
H -2.875 2.493 5.498
H -1.136 3.947 8.300
H 1.082 4.958 8.183
H 2.599 4.481 6.319
H 1.912 2.953 4.482
H -1.452 2.073 3.938
H 1.535 0.874 4.753
H 2.519 -2.999 1.099
H 4.654 -3.356 2.368
H 5.104 -1.948 4.411
H 4.531 -0.233 5.816
H 2.819 -0.027 6.249
H 3.616 1.169 5.170
H -2.793 0.014 2.862
H -4.904 1.277 2.393
H -4.882 3.151 0.828
H -2.729 4.069 -0.019
H -0.375 3.742 -0.442
H 0.493 2.338 0.180
H 0.243 3.744 1.181
S -1.569 -2.772 1.694
C -1.627 -3.666 0.201
S -0.242 -3.343 -0.829
C -2.674 -4.571 -0.118
C -3.795 -4.772 0.729
N -4.792 -4.844 1.300
C -2.717 -5.277 -1.321
N -2.874 -5.891 -2.288
C 5.749 -2.651 -1.112
C 5.235 -1.274 -1.431
Sb 3.033 -1.265 -1.694
C 2.936 -2.902 -3.164
C 3.719 -2.708 -4.451
C 2.879 0.666 -2.724
C 3.718 0.868 -3.986
H 6.863 -2.707 -1.131
H 5.427 -3.393 -1.867
H 5.424 -3.019 -0.129
H 5.554 -0.908 -2.438
H 5.423 -0.513 -0.645
H 1.848 -3.029 -3.270
H 3.307 -3.737 -2.550
H 3.231 -2.052 -5.151
H 3.900 -3.652 -4.972
H 4.722 -2.344 -4.216
H 3.106 1.396 -1.931
H 1.787 0.705 -2.961
H 4.776 0.662 -3.779
H 3.621 1.880 -4.413
H 3.435 0.133 -4.767
C -2.759 4.193 -4.104
C -1.422 3.958 -3.832
C -1.000 2.768 -3.276
C -1.914 1.742 -3.029
C -3.270 1.953 -3.371
C -3.664 3.201 -3.830
As -1.246 0.015 -2.301
C -1.029 -1.021 -3.951
C -0.186 -0.732 -5.014
C -0.270 -1.461 -6.193
C -1.236 -2.463 -6.334
C -2.038 -2.797 -5.249
C -1.976 -2.037 -4.072
C -2.966 -2.071 -2.957
C -4.031 -2.985 -2.838
C -4.952 -2.838 -1.804
C -4.886 -1.755 -0.946
C -3.848 -0.842 -1.048
C -2.890 -1.024 -2.055
H -3.120 5.144 -4.505
H -0.625 4.695 -4.104
H 0.043 2.610 -3.060
H -3.990 1.152 -3.284
H -4.737 3.402 -3.956
H 0.605 0.029 -4.921
H 0.431 -1.228 -7.025
H -1.341 -3.024 -7.268
H -2.747 -3.653 -5.298
H -4.093 -3.833 -3.519
H -5.704 -3.626 -1.645
H -5.674 -1.658 -0.151
H -3.826 0.026 -0.392
*
```

Summary:
LUMO level (spin up / spin down) = -0.19 / -0.62 eV
Kohn-Sham gap (spin up / spin down) = 7.04 / 6.61 eV
calculated total energy = -180688.061 eV
HOMO level (spin up / spin down) = -7.231 / -7.232 eV
⟨S²⟩ = 0.75

Atom charges from the Löwdin analysis, given in e for atoms 1 to 6:
1. Yb 1.22
2. C -0.04
3. C -0.20
4. C -0.03
5. C -0.08
6. C -0.09

---

Computed, not measured: C17H21BBrCuN6O3 as an isolated structure, with ωB97M-V/def2-TZVPD.

```
! wB97M-V def2-TZVPD RIJCOSX def2/J DEFGRID3
* xyz -1 2
Cu 0.503 1.732 -0.811
Br 0.427 1.862 2.161
C 2.294 1.573 2.043
C 2.997 1.788 3.205
C 4.458 1.596 3.229
C 5.140 1.229 2.083
C 4.451 1.234 0.834
C 5.110 1.263 -0.453
C 4.436 1.333 -1.638
C 3.037 1.455 -1.600
C 2.370 1.458 -0.394
C 3.015 1.367 0.825
H 2.537 2.000 4.144
H 4.937 1.538 4.174
H 6.202 0.982 2.071
H 6.163 1.179 -0.500
H 4.874 1.149 -2.589
H 2.524 1.616 -2.497
C -0.709 -2.956 -0.004
N -1.692 -3.867 -0.580
C -2.474 -3.216 -1.527
N -3.183 -2.065 -0.922
C -2.141 -1.178 -0.416
N -1.316 -1.796 0.604
C -2.160 -2.276 1.738
N -3.211 -3.227 1.251
C -2.522 -4.339 0.577
C -4.013 -2.588 0.224
H -0.242 -2.490 -0.917
H -0.012 -3.454 0.747
H -3.182 -3.941 -1.910
H -1.899 -2.813 -2.321
H -2.638 -0.400 0.095
H -1.582 -0.743 -1.255
H -2.664 -1.427 2.124
H -1.504 -2.804 2.405
H -3.238 -4.998 0.118
H -1.978 -4.823 1.378
H -4.506 -1.741 0.663
H -4.793 -3.256 -0.241
B -2.014 5.439 -0.593
C -1.043 4.273 -0.614
N -0.431 3.289 -0.695
H -1.994 5.872 -1.775
H -3.143 5.067 -0.232
H -1.502 6.300 0.072
O -1.055 0.740 -4.338
N -0.953 0.971 -3.081
O -1.930 1.228 -2.340
O 0.251 0.865 -2.522
*
```

Summary:
ΔE to the lowest compared entry with this formula, charge and spin = 1.076 eV
LUMO level (spin up / spin down) = 2.49 / 1.43 eV
Kohn-Sham gap (spin up / spin down) = 8.47 / 7.35 eV
calculated total energy = -148406.940 eV
HOMO level (spin up / spin down) = -5.979 / -5.920 eV
⟨S²⟩ = 0.75

Atom charges from the Löwdin analysis, given in e for atoms 1 to 6:
1. Cu 0.49
2. Br 0.84
3. C -0.59
4. C -0.13
5. C -0.07
6. C -0.05

---

Computed, not measured: a 8-piece molecular cluster, C42H92N8O10 overall, with ωB97M-V/def2-TZVPD.

```
! wB97M-V def2-TZVPD RIJCOSX def2/J DEFGRID3
* xyz 0 1
C -4.429 -3.316 0.248
C -3.156 -4.126 0.050
C -2.407 -4.487 1.343
C -2.298 -3.376 2.406
C -1.048 -2.486 2.291
C -0.823 -1.852 0.895
C 0.513 -2.315 0.295
C 1.715 -1.809 1.110
C 2.238 -0.443 0.603
C 3.352 -0.601 -0.447
C 4.117 0.748 -0.656
C 3.823 1.318 -2.076
C 5.015 1.029 -3.008
C 6.123 2.080 -2.835
C 5.869 3.307 -3.700
O 6.400 3.075 -4.994
C 6.171 4.164 -5.868
C 7.293 5.219 -5.664
O 8.262 5.202 -6.696
C 8.426 6.469 -7.304
N 6.178 3.617 -7.213
C 5.102 2.575 -7.285
C 5.811 4.619 -8.170
C 6.496 4.499 -9.513
O 5.022 5.467 -7.962
H -4.128 -2.310 0.540
H -5.015 -3.189 -0.654
H -5.042 -3.674 1.064
H -2.496 -3.669 -0.683
H -3.453 -5.079 -0.408
H -2.784 -5.397 1.806
H -1.379 -4.729 1.048
H -3.173 -2.729 2.472
H -2.228 -3.880 3.375
H -0.173 -3.038 2.636
H -1.176 -1.663 2.999
H -0.714 -0.773 1.043
H -1.664 -1.979 0.218
H 0.573 -3.406 0.289
H 0.609 -1.971 -0.739
H 1.498 -1.694 2.170
H 2.530 -2.528 1.022
H 2.704 0.063 1.453
H 1.424 0.208 0.274
H 4.053 -1.341 -0.060
H 2.942 -0.955 -1.392
H 5.183 0.539 -0.576
H 3.809 1.444 0.120
H 3.630 2.390 -1.985
H 2.915 0.845 -2.442
H 4.623 0.998 -4.026
H 5.438 0.066 -2.724
H 7.063 1.635 -3.161
H 6.167 2.390 -1.790
H 6.396 4.148 -3.231
H 4.796 3.523 -3.777
H 5.203 4.629 -5.626
H 7.807 4.968 -4.734
H 6.831 6.200 -5.526
H 8.885 6.353 -8.285
H 7.466 6.972 -7.446
H 9.064 7.119 -6.696
H 4.389 2.692 -6.471
H 5.517 1.574 -7.308
H 4.522 2.725 -8.198
H 5.792 4.249 -10.305
H 7.218 3.684 -9.455
H 7.056 5.400 -9.746
C -4.135 -0.617 -2.609
O -3.915 -1.185 -1.552
N -5.247 0.089 -2.875
C -5.476 0.755 -4.149
C -6.260 0.187 -1.841
H -3.422 -0.641 -3.451
H -5.597 1.826 -3.982
H -6.375 0.361 -4.607
H -4.634 0.593 -4.820
H -5.827 0.650 -0.951
H -6.607 -0.813 -1.574
H -7.099 0.784 -2.191
C 5.406 -2.634 3.216
O 4.268 -2.306 3.493
N 6.346 -1.811 2.719
C 7.685 -2.261 2.401
C 5.983 -0.417 2.491
H 5.759 -3.673 3.350
H 8.412 -1.698 2.991
H 7.885 -2.100 1.340
H 7.793 -3.321 2.625
H 5.673 0.046 3.428
H 5.148 -0.376 1.792
H 6.830 0.129 2.081
C 4.902 1.409 6.450
O 5.105 1.731 5.289
N 4.937 0.152 6.915
C 4.691 -0.169 8.312
C 5.233 -0.920 5.979
H 4.670 2.154 7.231
H 5.573 -0.663 8.728
H 3.837 -0.838 8.386
H 4.484 0.730 8.884
H 6.215 -0.745 5.531
H 4.489 -0.927 5.188
H 5.230 -1.880 6.491
C -7.431 2.698 -6.789
O -7.123 1.716 -6.136
N -8.327 3.624 -6.403
C -8.652 4.774 -7.225
C -8.989 3.464 -5.117
H -6.985 2.909 -7.776
H -8.417 5.692 -6.683
H -9.716 4.763 -7.468
H -8.078 4.753 -8.150
H -8.245 3.443 -4.320
H -9.535 2.520 -5.101
H -9.679 4.287 -4.949
C -8.232 -4.863 0.943
O -7.175 -4.313 1.187
N -8.665 -5.173 -0.296
C -9.935 -5.830 -0.530
C -7.821 -4.832 -1.430
H -8.939 -5.160 1.738
H -9.769 -6.782 -1.038
H -10.568 -5.196 -1.156
H -10.445 -6.017 0.413
H -6.856 -5.330 -1.333
H -7.649 -3.755 -1.450
H -8.301 -5.142 -2.356
C 3.997 -1.128 11.650
O 3.334 -0.777 10.691
N 3.808 -2.268 12.341
C 4.635 -2.629 13.475
C 2.739 -3.163 11.931
H 4.832 -0.519 12.039
H 5.138 -3.579 13.278
H 4.013 -2.733 14.366
H 5.387 -1.863 13.657
H 2.900 -3.481 10.900
H 1.783 -2.640 11.982
H 2.714 -4.034 12.581
C -8.781 2.578 0.996
O -9.402 2.922 0.007
N -8.978 1.432 1.675
C -8.196 1.083 2.846
C -10.009 0.518 1.216
H -7.976 3.201 1.422
H -7.667 0.144 2.669
H -8.856 0.965 3.708
H -7.468 1.863 3.062
H -9.795 0.206 0.193
H -10.977 1.021 1.225
H -10.045 -0.355 1.864
*
```

Summary:
ΔE to the lowest compared entry with this formula, charge and spin = 0.000 eV
LUMO level = 0.62 eV
Kohn-Sham gap = 9.24 eV
calculated total energy = -77440.153 eV
HOMO level = -8.619 eV

Atom charges from the Löwdin analysis, given in e for atoms 1 to 6:
1. C -0.14
2. C -0.26
3. C -0.20
4. C -0.21
5. C -0.20
6. C -0.18

---

Look up the calculated total energy of the third one. -77440.153 eV

---

Which of these has the highest calculated total energy? C42H92N8O10